No. 1
Molecular formula: C10H9BF7N2O3SSeV
Method: DFT, the ωB97M-V functional and the def2-TZVPD basis

Structure (ORCA input):
```
! RIJCOSX wB97M-V def2-TZVPD def2/J DEFGRID3
* xyz 0 1
V -0.6806 -0.2418 0.6388
C -3.8250 0.9311 -1.2768
C -3.8078 -0.5293 -1.6082
C -4.7547 -1.0994 -2.4361
C -4.7031 -2.4504 -2.7497
C -3.7088 -3.2709 -2.2354
C -2.7384 -2.7604 -1.3994
C -1.6390 -3.6100 -0.8373
C -2.7914 -1.3760 -1.0939
N -1.8213 -0.8475 -0.3155
H -4.7837 1.3737 -1.5411
H -3.0436 1.4543 -1.8290
H -3.6394 1.1062 -0.2174
H -5.5425 -0.4793 -2.8448
H -5.4537 -2.8719 -3.4067
H -3.6883 -4.3221 -2.4937
H -1.8205 -4.6631 -1.0425
H -1.5415 -3.4715 0.2392
H -0.6868 -3.3345 -1.2957
Se 1.0888 -0.3859 -0.9012
C 0.2171 -0.9867 -2.4092
N -0.3167 -1.3692 -3.3554
F -1.1285 1.4886 0.8348
B -0.6658 2.9728 -0.2032
F 0.6012 3.1057 0.2019
F -1.5822 3.8224 0.2561
F -0.8600 2.4255 -1.4175
F -0.2402 0.1975 5.1072
C -0.8678 -0.5494 4.2173
F -1.4755 -1.5540 4.8279
F -1.7767 0.1887 3.5806
S 0.3312 -1.1807 2.9701
O -0.6016 -1.7878 1.9479
O 1.2411 -2.0507 3.6088
O 0.7977 0.0423 2.3111
*
```

The calculation puts the largest force on an atom at 1.0 eV/A. For the HOMO energy (spin up / spin down), the calculation gives -9.7 / -9.7 eV. The frontier orbital gap (spin up / spin down) comes out at 7.6945 / 7.6890 eV. For the total energy, the calculation gives -141213.245 eV.

---

No. 2
Molecular formula: C10H9ClINO2
Method: DFT, the ωB97M-V functional and the def2-TZVPD basis

Structure (ORCA input):
```
! RIJCOSX wB97M-V def2-TZVPD def2/J DEFGRID3
* xyz 0 1
C 2.9741 2.6647 1.8268
C 2.3552 1.7134 1.4590
C 1.7726 0.5190 0.9972
I 3.3065 -0.8645 0.5122
C 0.6909 0.7061 -0.1822
Cl 1.6180 1.5824 -1.5229
C -0.4113 1.5592 0.1875
C -1.5703 1.6007 -0.4171
C -1.7755 0.8121 -1.6390
C -0.9591 -0.1941 -1.8534
C 0.1835 -0.6289 -0.8777
O -0.1902 -1.4257 0.3422
C -0.9684 -2.4963 0.0325
N -1.2499 -3.2779 1.1051
O -1.3625 -2.6576 -1.1047
H 3.2877 3.6667 2.0090
H 1.0485 0.1280 1.8069
H -0.2370 2.0949 1.1223
H -2.3958 2.3040 -0.1187
H -2.6277 0.9503 -2.2682
H -1.1833 -0.9535 -2.7615
H 0.8999 -1.2013 -1.4935
H -2.1729 -3.6199 0.8014
H -1.0330 -2.9818 2.0365
*
```

The calculation puts the largest force on an atom at 4.2 eV/A. For the HOMO energy, the calculation gives -9.1 eV. The frontier orbital gap comes out at 9.2309 eV. The SMILES is C#C[C@H](I)[C@]1(Cl)C=CC=C[C@@H]1OC(N)=O. For the total energy, the calculation gives -36720.824 eV.

---

No. 3
Molecular formula: C10H9ClN2O
Method: DFT, the ωB97M-V functional and the def2-TZVPD basis

Structure (ORCA input):
```
! RIJCOSX wB97M-V def2-TZVPD def2/J DEFGRID3
* xyz 0 1
C 0.3035 2.9944 -1.5807
C 0.0839 1.7956 -0.6680
N -1.2220 1.2096 -0.7186
N -1.9687 0.7900 0.3810
C -3.0744 0.9929 0.8288
O -4.0243 0.9153 1.4857
C -0.0463 0.3194 -1.0777
Cl -0.1442 -0.3028 -2.6987
C 0.3067 -0.6671 -0.1177
C -0.6322 -1.6270 0.2810
C -0.2072 -2.5993 1.1112
C 1.0786 -2.6843 1.5554
C 2.0727 -1.7823 1.1605
C 1.6217 -0.7586 0.2681
H -0.6725 3.2603 -2.0562
H 0.9351 2.8968 -2.4743
H 0.7495 3.8941 -1.1367
H 0.7088 1.8587 0.2091
H -1.6528 -1.8163 0.1649
H -0.9255 -3.3017 1.5128
H 1.2841 -3.4680 2.2767
H 3.0569 -1.9158 1.4769
H 2.3689 -0.0038 -0.1835
*
```

The calculation puts the largest force on an atom at 4.3 eV/A. The energy above the lowest of the compared OMol25 structures with the same formula, charge and spin comes out at 33.3 kcal/mol. For the HOMO energy, the calculation gives -9.4 eV. The frontier orbital gap comes out at 10.0322 eV. The SMILES is C[C@H]1N(N=C=O)[C@]1(Cl)c1ccccc1. For the total energy, the calculation gives -28062.721 eV.

---

Copy entry 3 word for word.
Molecular formula: C10H9ClN2O
Method: DFT, the ωB97M-V functional and the def2-TZVPD basis

Structure (ORCA input):
```
! RIJCOSX wB97M-V def2-TZVPD def2/J DEFGRID3
* xyz 0 1
C 0.3035 2.9944 -1.5807
C 0.0839 1.7956 -0.6680
N -1.2220 1.2096 -0.7186
N -1.9687 0.7900 0.3810
C -3.0744 0.9929 0.8288
O -4.0243 0.9153 1.4857
C -0.0463 0.3194 -1.0777
Cl -0.1442 -0.3028 -2.6987
C 0.3067 -0.6671 -0.1177
C -0.6322 -1.6270 0.2810
C -0.2072 -2.5993 1.1112
C 1.0786 -2.6843 1.5554
C 2.0727 -1.7823 1.1605
C 1.6217 -0.7586 0.2681
H -0.6725 3.2603 -2.0562
H 0.9351 2.8968 -2.4743
H 0.7495 3.8941 -1.1367
H 0.7088 1.8587 0.2091
H -1.6528 -1.8163 0.1649
H -0.9255 -3.3017 1.5128
H 1.2841 -3.4680 2.2767
H 3.0569 -1.9158 1.4769
H 2.3689 -0.0038 -0.1835
*
```

The calculation puts the largest force on an atom at 4.3 eV/A. The energy above the lowest of the compared OMol25 structures with the same formula, charge and spin comes out at 33.3 kcal/mol. For the HOMO energy, the calculation gives -9.4 eV. The frontier orbital gap comes out at 10.0322 eV. The SMILES is C[C@H]1N(N=C=O)[C@]1(Cl)c1ccccc1. For the total energy, the calculation gives -28062.721 eV.

---

Q: Look up the largest force on an atom of the third one.
A: 4.3 eV/A

---

Q: What is the formula in the first record?
A: C10H9BF7N2O3SSeV

---

Q: Look up the largest force on an atom of the first one.
A: 1.0 eV/A